Entry from OMol25: a cluster of 7 separate species, C21H52N7O12 in total (the ωB97M-V functional and the def2-TZVPD basis).

XYZ file:
```
92
C21H52N7O12 the ωB97M-V functional and the def2-TZVPD basis
C 3.580 -5.533 -1.619
O 0.070 3.088 5.525
H -3.039 -3.911 -0.350
N -6.382 4.291 -2.627
C 1.012 1.617 0.065
H 3.597 0.270 3.024
C -1.319 -3.823 0.972
O 3.876 -3.289 -1.150
C -2.874 3.174 -2.912
H 4.880 -2.653 -5.968
O 4.435 -4.536 -4.563
O 3.265 3.223 2.630
O 4.838 -1.578 3.767
C -3.544 -2.472 1.208
H -3.966 -1.359 3.024
H -3.543 3.320 -3.784
O -6.723 3.334 -3.285
H 6.108 -4.137 2.374
H 3.650 -1.696 -5.089
N 5.543 -2.561 3.644
H -3.247 3.843 -2.122
O -6.264 4.314 -1.423
H -0.649 -0.606 0.283
H -3.304 -4.666 1.263
H 3.181 -2.658 -6.529
H 1.550 -2.616 -0.476
C 1.422 0.115 -0.022
C 3.839 -2.597 -5.666
C 4.011 1.184 3.436
C 0.239 -0.863 -0.324
C -1.941 2.485 -0.239
H 4.407 -3.601 2.242
H -2.263 1.054 -3.187
H -1.410 3.690 -4.365
N -1.468 3.534 -3.359
C -0.625 -3.218 -0.315
H 1.963 2.186 0.172
H -1.159 4.343 -2.816
H -4.639 -2.609 1.167
H 2.110 0.036 -0.895
H 0.546 5.004 4.173
H -1.398 -2.574 -0.792
H -3.115 -2.890 3.355
C 5.439 -3.283 2.353
H 3.445 1.511 4.302
H -3.679 1.240 -0.546
N 3.536 -3.757 -4.791
H -2.718 3.238 0.022
H -5.044 5.810 -3.144
C 0.142 1.975 1.311
H -6.225 5.380 -4.418
H -1.177 3.028 -0.832
H 0.400 1.230 2.097
H -3.256 -1.642 0.523
H -2.232 -1.431 2.709
N 3.916 2.230 2.384
C 0.624 -2.339 0.073
N 3.618 -4.381 -0.684
H -2.145 0.392 -0.943
H -1.156 5.044 3.621
C -2.869 -3.795 0.739
H 0.747 -2.326 1.169
H 3.806 -5.176 -2.619
C -2.940 1.665 -2.547
H 5.721 -2.589 1.565
H -6.757 6.314 -2.988
H -0.663 5.958 5.084
O -1.943 3.814 5.750
O 3.386 -4.612 0.485
H -1.875 2.466 1.932
H -1.818 0.861 1.206
O 4.495 2.016 1.342
O 6.304 -2.988 4.477
C -0.493 5.069 4.482
H 0.418 2.954 1.753
H 0.042 -0.842 -1.415
C -3.163 -2.032 2.656
C -1.407 1.882 1.110
H -0.979 -4.870 1.092
H 0.585 1.923 -0.912
H -1.001 -3.263 1.871
C -6.078 5.550 -3.356
H 2.579 -5.957 -1.574
N -0.814 3.890 5.324
O 2.408 -3.845 -4.365
H -3.962 1.304 -2.782
H -0.375 -4.003 -1.052
H 4.325 -6.251 -1.286
H 2.031 -0.214 0.847
H 5.061 1.061 3.683
C -2.689 1.353 -1.027
H -0.818 2.775 -3.132
```

Values from the calculation:
gap between HOMO and LUMO	0.3137	hartree
charge	+1
LUMO level	-0.1309	hartree
HOMO level	-12.10	eV
M	594.68	g mol⁻¹
spin multiplicity	1

And the Löwdin charges, in e, turn out to be: 0.06, 0.07, 0.10, -0.47, -0.20, 0.08, -0.19, 0.05, -0.15, 0.10, 0.07, 0.05, 0.04, -0.25, 0.07, 0.13, 0.07, 0.10, 0.10, -0.44, 0.12, 0.07, 0.08, 0.11, 0.10, 0.09, -0.20, 0.05, 0.04, -0.21, -0.20, 0.08, 0.12, 0.17, 0.20, -0.19, 0.10, 0.17, 0.10, 0.11, 0.09, 0.08, 0.08, 0.04, 0.10, 0.13, -0.44, 0.11, 0.09, -0.18, 0.10, 0.08, 0.12, 0.08, 0.06, -0.45, -0.18, -0.43, 0.08, 0.09, -0.22, 0.11, 0.05, -0.16, 0.10, 0.11, 0.10, 0.07, 0.05, 0.11, 0.09, 0.06, 0.09, 0.04, 0.10, 0.11, -0.12, -0.18, 0.11, 0.08, 0.09, 0.04, 0.11, -0.46, 0.07, 0.12, 0.11, 0.11, 0.11, 0.10, -0.17, 0.16

Entry from OMol25: a structure of composition C24H24BrO5PbSi (the ωB97M-V functional and the def2-TZVPD basis).

XYZ file:
```
56
C24H24BrO5PbSi the ωB97M-V functional and the def2-TZVPD basis
H -2.277 -0.786 -3.158
C 0.441 -3.831 -0.525
C 0.185 1.054 0.680
H -3.374 0.021 -0.334
H -3.799 1.693 0.021
O -0.898 1.229 -1.470
C 0.128 -6.226 0.860
C 1.585 0.883 0.146
C 0.243 1.827 1.990
H 0.008 -7.153 1.403
C -0.937 -5.341 0.754
H 3.874 2.201 -1.994
H -4.724 0.783 -1.157
C -0.094 1.232 3.197
C 0.092 3.357 4.301
C 2.104 1.661 -0.905
H -1.164 -0.179 1.371
C 0.560 -2.548 -1.233
C 1.342 -5.925 0.268
C -3.722 0.956 -0.774
C -0.770 1.789 -0.269
H 2.170 -6.617 0.321
C 1.508 -4.721 -0.399
C 4.292 0.724 -0.508
C 3.468 1.572 -1.217
Br 3.209 -4.346 -1.132
C -2.563 3.264 -2.820
Pb 0.830 -0.173 -2.630
H -1.884 -5.565 1.221
H -3.450 3.432 -3.423
C 0.490 3.940 3.108
C -0.170 2.000 4.347
H -0.455 1.535 5.277
O -0.384 -0.238 0.804
C 3.763 -0.074 0.502
H -2.569 3.996 -2.016
H 0.716 4.995 3.068
H -1.600 -3.461 -0.048
H 0.875 3.625 1.026
H -3.464 0.163 -4.025
H 2.007 -0.623 1.598
H -0.287 0.170 3.250
H -1.698 3.466 -3.450
H 4.401 -0.746 1.052
H 1.513 2.458 -1.342
C -0.786 -4.162 0.052
H 5.349 0.688 -0.724
C 2.423 -0.005 0.818
H -1.774 0.448 -4.321
C 0.571 3.176 1.958
O -1.481 2.696 0.058
O -0.462 -2.015 -1.750
H -0.005 3.962 5.190
O 1.678 -1.968 -1.324
C -2.493 0.207 -3.543
Si -2.540 1.494 -2.153
```

Values from the calculation:
gap between HOMO and LUMO	0.2883	hartree
charge	+1
relative energy (zero: lowest compared OMol25 entry of this formula, charge and spin)	0.0	kJ/mol
LUMO level	-0.1330	hartree
HOMO level	-11.46	eV
M	707.64	g mol⁻¹
spin multiplicity	1

And the Löwdin charges, in e, turn out to be: 0.02, -0.17, -0.35, 0.04, 0.04, -0.25, -0.05, -0.20, -0.15, 0.11, -0.06, 0.12, 0.04, -0.02, -0.07, -0.16, 0.12, -0.66, -0.11, -0.12, -0.49, 0.10, -0.58, -0.04, -0.07, 0.84, -0.13, 1.68, 0.11, 0.04, -0.05, -0.06, 0.11, 0.04, -0.02, 0.04, 0.11, 0.12, 0.12, 0.05, 0.14, 0.12, 0.04, 0.12, 0.12, -0.01, 0.12, 0.00, 0.02, -0.02, 0.15, -0.13, 0.11, -0.22, -0.17, 0.59

Entry from OMol25: an isolated molecule of C5H10OSi (the ωB97M-V functional and the def2-TZVPD basis).

XYZ file:
```
17
C5H10OSi the ωB97M-V functional and the def2-TZVPD basis
H 2.128 -0.894 -0.813
C -2.080 1.027 -0.511
Si -0.481 -0.942 0.616
H 1.670 2.196 0.078
H 3.221 -0.008 0.399
H -0.819 -2.651 -0.674
O -0.124 -2.328 -0.077
C 1.331 1.166 -0.249
H -3.066 1.382 -0.909
H -2.841 -0.798 -0.484
H 0.630 1.202 -1.105
H -0.916 -1.238 1.952
C 0.995 0.145 0.815
H 1.214 0.441 1.809
C -1.874 -0.273 -0.367
H -1.200 1.634 -0.368
C 2.212 -0.060 -0.112
```

Values from the calculation:
gap between HOMO and LUMO	0.4004	hartree
relative energy (zero: lowest compared OMol25 entry of this formula, charge and spin)	0.0	kJ/mol
LUMO level	0.0298	hartree
HOMO level	-10.09	eV
SMILES	C=C[Si@@H](O)C1CC1
M	114.22	g mol⁻¹
spin multiplicity	1

And the Löwdin charges, in e, turn out to be: 0.09, -0.06, 0.44, 0.12, 0.11, 0.07, -0.17, -0.19, 0.08, 0.07, 0.08, 0.00, -0.34, 0.08, -0.24, 0.02, -0.14

Entry from OMol25: a cluster of 12 separate species, C56H83BrN14P in total (the ωB97M-V functional and the def2-TZVPD basis).

XYZ file:
```
155
C56H83BrN14P the ωB97M-V functional and the def2-TZVPD basis
C 7.507 -3.767 -1.017
H 1.375 1.261 3.063
H 9.887 -4.959 -4.966
N 1.658 -5.792 -5.210
C -0.459 -2.551 -4.287
H 7.408 -4.306 -1.943
C 5.740 0.948 -4.636
H 2.777 7.692 4.751
H 0.948 4.513 2.952
H -1.113 -7.215 -6.141
C -7.951 -3.808 -4.960
H 4.580 0.287 -1.748
H 2.671 4.163 8.959
H 7.045 -1.012 0.642
C 0.736 1.905 2.479
C 7.042 -5.696 -6.487
H -3.680 3.881 7.144
C 1.121 -2.303 0.045
H -5.069 -5.437 -4.945
C 0.211 11.208 6.030
C -10.809 -7.809 -9.022
H 0.579 1.739 5.582
H 6.373 -6.152 -7.198
H 6.176 1.564 -5.403
C 8.450 -5.873 -6.405
C -1.536 -3.206 -4.818
H 5.773 6.301 10.780
Br 3.216 3.491 4.278
H -5.908 -4.720 -2.702
H 1.291 9.938 4.730
C -11.453 -5.008 -5.406
H -8.410 -9.462 -10.556
H 2.001 13.947 5.690
H -1.267 2.258 6.362
C 2.540 1.288 6.327
N 5.256 5.770 10.102
H 2.157 -2.926 -1.840
C 0.417 12.518 6.368
H -11.101 -9.137 -10.727
C 2.018 11.913 4.909
C -1.925 5.952 5.555
H 3.539 7.231 6.284
C 0.200 4.180 3.652
C 4.860 -0.805 -3.538
N 4.899 0.280 -2.700
C 6.681 -4.832 -5.490
H -1.800 2.888 4.251
H -0.134 -5.792 -4.056
C -7.600 -3.870 -3.638
C 2.634 7.592 5.820
C 1.438 6.643 6.089
H -8.095 -3.501 -2.756
H -2.254 7.923 6.327
N 2.897 -1.261 0.857
N 7.815 -4.482 -4.807
C 7.883 -3.035 1.073
H 0.744 6.317 4.216
H 5.558 2.301 -2.873
H -3.339 3.480 5.436
C -6.928 -4.463 -5.702
H -0.544 10.507 6.342
C -2.415 6.910 6.659
C -2.602 -3.090 -3.886
C 5.374 -0.420 -4.748
N 1.193 10.845 5.144
N -1.245 2.209 3.716
H 3.496 -0.739 1.471
H -11.773 -7.417 -8.744
H -8.841 -3.345 -5.352
H 2.731 0.740 5.417
H -10.992 -5.253 -4.465
C 8.897 -5.109 -5.361
C 3.975 5.327 10.265
H 4.259 -1.617 -0.744
H 7.847 -3.858 -4.022
H -2.749 5.541 4.987
C -5.992 -4.900 -4.803
H -9.657 -6.830 -7.551
C -1.632 3.194 6.763
H 1.107 -1.274 2.023
H 2.853 11.832 4.235
H 0.930 -7.443 -7.916
H -1.526 3.132 7.835
H 0.595 7.291 6.283
C 2.184 -2.419 -0.889
C 5.437 1.350 -3.363
H -9.750 -5.236 -6.633
H 8.416 -5.115 0.436
H 2.236 4.121 6.405
N -10.728 -5.020 -6.569
H 6.727 5.643 8.565
H 3.426 5.535 11.167
C 5.732 5.384 8.880
H -3.597 -3.490 -3.990
C 1.365 2.248 6.125
H -13.548 -4.551 -5.017
H 1.705 6.096 6.973
H -3.481 6.803 6.800
H -2.618 -2.059 -1.907
H 5.720 -4.436 -5.208
H -0.671 4.792 3.451
H 4.812 4.233 7.273
C -2.135 -2.369 -2.818
H -1.559 -3.712 -5.769
H 3.415 1.787 6.715
P -0.748 4.726 6.241
C 2.034 -6.294 -6.428
H 0.086 1.353 1.820
H 2.407 8.580 6.202
H 0.981 2.421 7.126
C 8.007 -4.148 0.199
C -9.029 -8.846 -9.925
C 4.742 4.677 8.253
H -7.605 -7.922 -8.480
H 2.208 0.570 7.067
C 0.349 -6.104 -4.966
N -0.830 -2.047 -3.068
H 2.253 -5.273 -4.591
H 0.127 -2.706 -0.055
H 0.537 -2.400 -4.669
H -1.863 6.756 7.574
C 1.563 12.964 5.657
C 1.750 3.625 5.584
H -3.515 2.218 6.595
C 3.623 4.640 9.133
H -0.233 -1.522 -2.453
N 0.650 4.479 5.073
N 1.300 5.803 4.892
N -9.681 -7.453 -8.335
N -6.406 -4.532 -3.553
H 5.476 -1.048 -5.617
C -8.592 -8.078 -8.881
H 3.032 -6.150 -6.805
H 1.305 2.571 1.842
H -6.885 -4.596 -6.771
N 7.089 -2.469 -0.915
H 6.682 -1.932 -1.661
C -0.174 2.742 3.344
C 1.589 -1.582 1.110
H 8.179 -2.989 2.108
H -11.154 -4.634 -8.626
H 4.470 -1.752 -3.202
H -0.187 13.094 7.048
C 7.311 -2.016 0.358
C -10.438 -8.676 -10.015
C -12.790 -4.441 -7.124
C -12.736 -4.651 -5.718
C -0.117 -6.820 -6.035
C 3.263 -1.764 -0.362
C -11.538 -4.678 -7.621
C 0.953 -6.940 -6.964
H -13.651 -4.150 -7.702
H 9.062 -6.489 -7.041
H -1.370 6.558 4.845
C -3.149 3.227 6.467
```

Values from the calculation:
gap between HOMO and LUMO	0.2227	hartree
charge	+1
LUMO level	-0.1007	hartree
HOMO level	-8.80	eV
M	1063.26	g mol⁻¹
spin multiplicity	1

Atom charges from the Löwdin analysis, given in e for atoms 1 to 99: -0.14, 0.06, 0.11, 0.00, -0.14, 0.09, -0.10, 0.07, 0.10, 0.09, -0.12, 0.12, 0.08, 0.10, -0.05, -0.11, 0.08, -0.11, 0.11, -0.15, -0.14, 0.09, 0.09, 0.10, -0.11, -0.11, 0.15, 0.85, 0.14, 0.11, -0.14, 0.09, 0.10, 0.05, -0.11, 0.02, 0.09, -0.10, 0.09, -0.13, -0.39, 0.07, -0.12, -0.17, 0.00, -0.15, 0.03, 0.10, -0.13, -0.05, -0.26, 0.11, 0.07, 0.01, 0.00, -0.11, 0.12, 0.11, 0.05, -0.11, 0.09, -0.12, -0.10, -0.10, -0.01, 0.19, 0.14, 0.10, 0.09, 0.06, 0.11, -0.14, -0.13, 0.08, 0.11, 0.07, -0.15, 0.10, -0.39, 0.10, 0.11, 0.09, 0.08, 0.09, -0.10, -0.14, 0.11, 0.10, 0.07, -0.01, 0.11, 0.11, -0.13, 0.07, -0.28, 0.09, 0.09, 0.08, 0.10